[1]
{"formula": "C30H19Cl2IN6O2RuS2", "method": "ωB97M-V/def2-TZVPD", "species": ["Ru", "Cl", "C", "C", "C", "I", "C", "O", "C", "N", "C", "C", "C", "C", "H", "H", "H", "H", "S", "C", "C", "C", "C", "N", "C", "C", "C", "S", "C", "N", "H", "H", "C", "C", "C", "C", "C", "N", "C", "O", "N", "C", "C", "C", "C", "N", "C", "C", "C", "H", "H", "H", "H", "H", "H", "H", "H", "H", "H", "H", "H", "H", "Cl"], "xyz": [[0.17875, 0.08105, -0.18853], [-1.03141, 3.17297, 5.95733], [-0.56416, 2.02474, 4.72848], [0.01426, 0.84296, 5.09541], [0.39234, -0.10072, 4.13228], [1.25960, -1.89370, 4.72317], [0.20334, 0.10737, 2.76957], [0.52013, -0.73496, 1.85497], [-0.39241, 1.37183, 2.40881], [-0.56486, 1.59963, 1.07073], [-1.12296, 2.71566, 0.65267], [-1.55445, 3.70627, 1.54868], [-1.38686, 3.51473, 2.89007], [-0.78804, 2.32519, 3.36430], [0.17908, 0.63303, 6.14336], [-1.22823, 2.82843, -0.41884], [-2.01329, 4.60279, 1.15881], [-1.70893, 4.26143, 3.60131], [-0.85280, 1.10680, -2.36085], [-2.49813, 0.63924, -2.31199], [-3.38533, 1.13596, -3.26317], [-4.73095, 0.81223, -3.28933], [-5.56360, 1.35002, -4.29165], [-6.23430, 1.79220, -5.12394], [-5.25765, -0.09793, -2.24698], [-4.37866, -0.59843, -1.29601], [-3.02546, -0.28617, -1.27595], [-2.03862, -1.01373, -0.07030], [-6.61916, -0.45647, -2.20184], [-7.73612, -0.75633, -2.16635], [-2.99741, 1.80835, -4.01752], [-4.76414, -1.26559, -0.53589], [8.27618, -8.26695, 0.27498], [6.96925, -7.64041, 0.67234], [6.66253, -6.32801, 0.34596], [5.46068, -5.73998, 0.72070], [4.51267, -6.48013, 1.41842], [3.28285, -5.95145, 1.84379], [2.48860, -4.95736, 1.29684], [1.60992, -4.43534, 1.94035], [2.74240, -4.69578, -0.03129], [2.10465, -3.73088, -0.82022], [2.12305, -3.89434, -2.20117], [1.53608, -2.93809, -3.00654], [0.94630, -1.83752, -2.41801], [0.94719, -1.67735, -1.09223], [1.50286, -2.59338, -0.29139], [4.81307, -7.80053, 1.75753], [6.02217, -8.36161, 1.39753], [8.88245, -7.57315, -0.30547], [8.11740, -9.16120, -0.32954], [8.85336, -8.56356, 1.15230], [7.38506, -5.73134, -0.19679], [5.28606, -4.69709, 0.49693], [2.92397, -6.26933, 2.73003], [3.30447, -5.36819, -0.52749], [2.58796, -4.77125, -2.63573], [1.52631, -3.03880, -4.08180], [0.46449, -1.05714, -2.99107], [1.45990, -2.40496, 0.77278], [4.08303, -8.38584, 2.30192], [6.23047, -9.38754, 1.67594], [2.22176, 1.20072, -0.60231]], "homo_energy_ev": [-3.941, -4.836], "spin_multiplicity": 6, "largest_force_ha_per_bohr": 0.05641, "e_tot_ev": -101855.7008, "e_lumo_ev": [1.7859, 1.1934], "total_charge": -1, "gap_ev": [5.727, 6.029]}

[2]
{"formula": "C30H19IMnN5O6", "method": "ωB97M-V/def2-TZVPD", "species": ["Mn", "O", "C", "O", "C", "C", "C", "C", "C", "C", "C", "C", "C", "N", "H", "H", "H", "H", "H", "H", "C", "C", "N", "C", "C", "N", "C", "O", "O", "C", "O", "O", "H", "H", "H", "H", "H", "N", "C", "C", "C", "C", "C", "C", "C", "C", "C", "H", "H", "H", "H", "I", "C", "C", "C", "C", "N", "C", "H", "H", "H", "H"], "xyz": [[-0.09867, -0.06526, -0.15269], [0.08927, 2.26220, 2.92585], [-0.09427, 1.34506, 2.16466], [0.05275, 1.36390, 0.88980], [-0.63023, 0.00562, 2.66178], [-0.89606, -0.12971, 4.02853], [-1.40156, -1.31685, 4.47981], [-1.61982, -2.35879, 3.55796], [-2.09537, -3.62160, 3.96569], [-2.25858, -4.63580, 3.06539], [-1.99959, -4.40119, 1.70592], [-1.57874, -3.17409, 1.26820], [-1.34058, -2.12537, 2.17834], [-0.85923, -0.92574, 1.75178], [-0.69423, 0.71381, 4.66839], [-1.62692, -1.46720, 5.52530], [-2.31551, -3.76735, 5.01090], [-2.59182, -5.60929, 3.39257], [-2.14175, -5.20848, 1.00603], [-1.41608, -2.99006, 0.21831], [-2.05116, -2.40202, -2.76755], [-0.70211, -2.62294, -2.19898], [-0.05287, -1.83804, -1.33905], [1.17517, -2.43544, -1.12426], [1.25143, -3.59512, -1.85111], [0.05744, -3.68475, -2.51120], [2.26901, -4.69450, -1.98753], [3.41463, -4.52495, -1.38529], [1.96054, -5.66074, -2.63420], [2.11043, -1.77973, -0.15557], [3.20092, -2.26853, 0.08555], [1.58415, -0.73552, 0.35580], [-2.67385, -1.84649, -2.07070], [-2.52398, -3.35361, -2.99810], [-1.96975, -1.82972, -3.69191], [-0.15852, -4.46485, -3.12180], [3.50540, -3.70161, -0.82945], [3.92694, 4.80402, -7.67155], [3.45596, 4.27545, -6.77084], [2.86428, 3.59935, -5.67732], [3.14716, 3.98666, -4.36134], [2.57794, 3.30204, -3.31071], [1.72119, 2.22002, -3.56618], [1.44017, 1.83633, -4.88803], [2.00330, 2.52398, -5.93575], [1.12782, 1.50252, -2.51657], [0.56435, 0.82677, -1.66768], [3.81753, 4.81540, -4.18361], [2.79029, 3.57911, -2.28907], [0.78125, 0.99888, -5.06432], [1.79749, 2.24086, -6.95749], [-4.30525, 1.20380, -4.33499], [-3.74948, 1.24316, -2.30869], [-4.59703, 1.75164, -1.33334], [-4.14865, 1.72155, -0.02453], [-2.91980, 1.15109, 0.26536], [-2.10376, 0.65682, -0.67383], [-2.50979, 0.73738, -1.94720], [-5.56427, 2.15698, -1.58981], [-4.74407, 2.13970, 0.77007], [-2.58565, 1.10825, 1.29175], [-1.80841, 0.40182, -2.70191]], "homo_energy_ev": [-11.513, -11.626], "spin_multiplicity": 4, "largest_force_ha_per_bohr": 0.05115, "e_tot_ev": -90569.3436, "e_lumo_ev": [-5.2988, -5.0655], "total_charge": 1, "gap_ev": [6.215, 6.561]}

[3]
{"formula": "C30H20Cl2N4O3PdS", "method": "ωB97M-V/def2-TZVPD", "species": ["Pd", "Cl", "C", "C", "C", "N", "C", "O", "C", "C", "C", "C", "C", "N", "C", "C", "C", "Cl", "N", "C", "O", "C", "C", "C", "C", "C", "N", "H", "H", "H", "H", "H", "H", "H", "H", "H", "H", "O", "S", "C", "C", "C", "C", "C", "C", "C", "C", "C", "C", "C", "C", "H", "H", "H", "H", "H", "H", "H", "H", "H", "H"], "xyz": [[0.66509, 0.19248, -0.49875], [-3.76391, 4.99073, 1.71432], [-2.38848, 4.12584, 1.23342], [-2.45548, 2.79905, 1.02969], [-1.27652, 2.07491, 0.61111], [-1.18991, 0.78744, 0.45692], [-2.31505, -0.04732, 0.81670], [-2.94726, 0.15301, 1.81384], [-2.58393, -1.12625, -0.16798], [-3.71188, -1.91977, -0.04608], [-3.94866, -2.85256, -1.04697], [-3.05317, -2.94159, -2.10026], [-1.93568, -2.11303, -2.11183], [-1.70080, -1.21430, -1.16616], [-0.03870, 2.85771, 0.27748], [0.00078, 4.24469, 0.56508], [-1.11850, 4.85313, 1.03773], [-1.06814, 6.49962, 1.38445], [0.91620, 2.12042, -0.22924], [2.24070, 2.59266, -0.51656], [2.59169, 3.73044, -0.43276], [3.13664, 1.47951, -0.96268], [4.45598, 1.73408, -1.25907], [5.24171, 0.69031, -1.73314], [4.65902, -0.55041, -1.90761], [3.32263, -0.73703, -1.58655], [2.58184, 0.25418, -1.10052], [-3.37938, 2.27044, 1.19340], [-4.37828, -1.78939, 0.79530], [-4.82032, -3.49172, -1.00797], [-3.20720, -3.64936, -2.90322], [-1.20418, -2.18036, -2.90863], [0.88936, 4.82704, 0.39370], [4.83492, 2.73804, -1.12608], [6.28337, 0.85157, -1.97438], [5.22532, -1.38686, -2.29205], [2.83007, -1.68897, -1.70682], [0.90669, -1.87372, -0.65243], [0.58667, -2.63966, 0.65656], [-0.30410, -4.09035, 0.16203], [-1.30404, -4.51998, 1.02103], [-2.01191, -5.67252, 0.70346], [-1.72040, -6.36347, -0.46208], [-0.72576, -5.90934, -1.32418], [-0.00960, -4.76647, -1.01694], [2.13688, -3.30573, 1.19968], [2.43432, -3.15129, 2.54602], [3.62744, -3.66757, 3.03582], [4.50255, -4.31347, 2.17802], [4.19718, -4.45116, 0.82614], [3.00818, -3.95096, 0.32784], [-1.52350, -3.97089, 1.92921], [-2.78654, -6.02805, 1.36931], [-2.26956, -7.26339, -0.70491], [-0.50732, -6.45270, -2.23361], [0.75170, -4.39743, -1.69089], [1.74335, -2.64014, 3.20512], [3.86910, -3.56278, 4.08446], [5.42976, -4.71822, 2.56070], [4.88385, -4.96369, 0.16594], [2.76345, -4.06720, -0.71915]], "homo_energy_ev": -14.455, "largest_force_ha_per_bohr": 0.01203, "e_tot_ev": -82882.7104, "e_lumo_ev": -8.4388, "total_charge": 2, "gap_ev": 6.016}

[4]
{"formula": "C30H20Co2NO6S", "method": "ωB97M-V/def2-TZVPD", "species": ["C", "N", "C", "C", "C", "C", "C", "C", "S", "C", "C", "C", "C", "C", "C", "C", "C", "H", "H", "H", "H", "H", "H", "H", "H", "H", "H", "H", "H", "H", "O", "C", "Co", "C", "O", "C", "O", "C", "C", "C", "C", "C", "C", "C", "C", "C", "Co", "C", "O", "C", "O", "C", "O", "H", "H", "H", "H", "H", "H", "H"], "xyz": [[0.76025, -3.17502, 3.28807], [-0.27436, -3.34075, 2.26265], [-1.64859, -3.35916, 2.58252], [-2.44733, -3.51304, 1.44028], [-3.83366, -3.40964, 1.50041], [-4.40370, -3.11845, 2.73788], [-3.60911, -2.96379, 3.88508], [-2.22145, -3.09718, 3.84001], [-1.46726, -3.66807, -0.01954], [0.03413, -3.45909, 0.91180], [1.23657, -3.13068, 0.31077], [1.49124, -3.33399, -1.09956], [0.72018, -4.22888, -1.88834], [0.92011, -4.34050, -3.26311], [1.96218, -3.63095, -3.89097], [2.78377, -2.79395, -3.11424], [2.55799, -2.65005, -1.74081], [1.73528, -3.32025, 2.82736], [0.69798, -2.18369, 3.74799], [0.60435, -3.91834, 4.07420], [-4.38193, -3.55164, 0.57842], [-5.48036, -3.01596, 2.80073], [-4.07928, -2.74156, 4.83528], [-1.56216, -3.00320, 4.70407], [2.04173, -2.75189, 0.94041], [-0.07712, -4.82383, -1.42065], [0.26157, -4.99559, -3.83894], [2.13853, -3.74844, -4.96754], [3.60339, -2.24163, -3.58434], [3.18804, -1.98901, -1.13745], [0.45059, 2.92236, -3.74648], [0.04644, 2.37118, -2.81130], [-0.47353, 1.75292, -1.26411], [-1.94323, 0.81041, -1.56110], [-2.94917, 0.26557, -1.71353], [0.81325, 0.72617, -0.72077], [1.68150, 0.06986, -0.29015], [0.13758, 3.20116, -0.10216], [1.28881, 3.99364, -0.65568], [2.53676, 3.36419, -0.66649], [3.54817, 3.89859, -1.44881], [3.35499, 5.10192, -2.14805], [2.09930, 5.72722, -2.11641], [1.06320, 5.20174, -1.33887], [-1.25582, 3.60234, -0.26888], [-2.09800, 4.42465, -0.98369], [-0.98973, 2.87985, 1.36609], [0.24732, 2.01951, 2.34339], [1.15430, 1.46634, 2.80726], [-2.41061, 1.72982, 1.65495], [-3.29395, 0.99283, 1.69363], [-1.38191, 4.31620, 2.40615], [-1.57283, 5.34393, 2.92578], [2.67277, 2.43437, -0.10342], [4.49478, 3.36321, -1.49650], [4.18825, 5.53946, -2.72075], [1.92948, 6.63386, -2.70121], [0.09239, 5.71096, -1.32707], [-2.97069, 4.75338, -0.39802], [-1.71144, 4.88055, -1.91620]], "homo_energy_ev": -3.367, "largest_force_ha_per_bohr": 0.06457, "e_tot_ev": -131296.6560, "e_lumo_ev": 2.4284, "total_charge": -1, "gap_ev": 5.795}